[1]
Entry from the OMol25 dataset: a cluster of 12 separate species, C12H48O12 in total at a distorted geometry (ωB97M-V/def2-TZVPD).

The geometry in XYZ format:
```
72
Properties=species:S:1:pos:R:3:forces:R:3
C 7.9586 9.7216 11.3527 0.785 1.477 1.003
O 8.9661 8.7859 11.0024 -0.516 -0.746 -0.146
H 7.0153 9.5449 10.8405 0.092 0.036 -0.121
H 7.7723 9.7242 12.4541 0.160 -0.246 -0.739
H 8.3763 10.7385 11.1159 -0.773 -0.690 0.074
H 8.6099 8.3548 10.1958 0.190 0.123 0.094
C 8.3451 7.9276 5.2848 -1.546 -0.501 -0.758
O 8.5582 7.2057 6.4849 0.221 0.071 -0.211
H 7.4341 8.4871 5.4840 -0.143 0.379 -0.420
H 9.1257 8.6478 5.0208 0.069 -0.373 0.103
H 8.0929 7.2093 4.4456 0.636 0.828 0.756
H 9.4782 7.3398 6.7161 0.856 -0.596 0.458
C 11.6613 14.1318 6.4384 1.688 -0.795 2.487
O 11.5243 15.1501 7.4675 0.035 -0.305 -0.114
H 12.7548 13.8144 6.3794 -1.316 0.824 0.093
H 11.1298 13.2223 6.6796 -0.376 -0.178 0.199
H 11.3270 14.4795 5.5277 -0.574 0.856 -2.105
H 10.5978 15.2888 7.7365 0.564 -0.426 -0.566
C 15.1296 13.9147 8.4617 0.170 1.842 -1.489
O 15.6062 12.6195 8.6073 0.307 -0.940 1.557
H 15.8085 14.7526 8.8300 -0.922 -1.152 0.272
H 15.0848 14.1283 7.3856 0.075 -0.190 0.049
H 14.0875 13.9609 8.7617 -0.085 0.562 0.562
H 15.4011 12.3784 9.5367 0.444 -0.056 -0.928
C 12.8139 9.2470 12.1026 -0.203 0.446 -0.783
O 12.6624 8.2199 11.1073 -0.669 0.115 0.231
H 13.6167 9.9296 11.7711 -0.416 -0.295 -0.138
H 11.9055 9.8589 12.3060 0.422 -0.625 -0.328
H 13.1629 8.8141 13.0067 0.152 -0.442 1.008
H 11.9026 7.6115 11.3068 0.883 0.755 0.111
C 10.6552 6.7914 8.9628 -0.115 -2.384 0.562
O 11.0828 6.7821 7.6179 1.245 2.230 -0.533
H 9.8660 6.0042 9.0112 0.341 0.650 0.126
H 11.4520 6.4235 9.6561 -0.441 0.485 -0.537
H 10.2445 7.7242 9.2920 0.028 0.659 0.078
H 11.7078 7.5735 7.5305 -0.836 -1.530 0.152
C 6.1090 7.7861 8.7860 -0.010 1.593 1.865
O 7.4839 8.0907 8.7554 0.234 0.021 -0.549
H 5.4631 8.6265 8.4850 0.305 -0.115 -0.324
H 5.8743 6.9202 8.2421 -0.363 -1.251 -0.738
H 5.9074 7.6570 9.8516 -0.486 -0.429 -0.072
H 7.8337 7.7308 7.9127 0.292 0.198 -0.043
C 14.2818 9.5892 8.1549 -0.171 -0.517 -0.474
O 13.0579 8.8374 8.4391 1.284 0.657 1.877
H 15.1044 9.3870 8.8460 -0.165 -0.538 -0.108
H 14.5563 9.3609 7.1262 0.254 -0.368 0.129
H 14.2198 10.6708 8.1444 -0.879 0.350 0.314
H 13.0558 8.6137 9.4436 -0.265 0.223 -1.705
C 8.2186 11.3155 6.9595 -0.322 1.849 1.514
O 9.5589 11.3354 6.5219 -0.723 -0.285 -1.297
H 7.5596 11.7043 6.1613 0.455 -0.324 0.197
H 7.7948 10.3697 7.3496 0.593 0.156 -0.303
H 8.1518 12.0936 7.8138 -0.332 -1.134 -0.958
H 10.1412 10.9354 7.1677 0.232 -0.226 0.849
C 10.4317 14.6061 10.7022 -0.266 -0.051 -0.052
O 10.5818 13.5772 11.6795 1.329 0.700 0.266
H 9.9924 15.4871 11.1405 -0.123 0.476 0.237
H 11.2896 14.8994 10.0911 0.485 -0.313 0.512
H 9.7413 14.2197 9.9882 -0.756 -0.272 -0.519
H 11.3736 13.8156 12.2024 -0.710 -0.337 -0.247
C 9.4091 5.6649 12.6436 0.747 -0.633 0.313
O 10.4444 6.5804 12.2181 -2.823 2.037 -0.718
H 9.8333 5.1426 13.4940 -0.167 -0.044 0.419
H 8.4547 6.1446 12.9573 0.718 -0.144 -0.431
H 9.2496 4.8624 11.9073 -0.259 0.517 -0.147
H 9.8559 7.3748 11.9066 1.689 -1.340 0.420
C 10.9376 11.5167 9.8062 -0.917 0.365 -1.714
O 11.0303 10.6053 8.6938 0.140 0.423 0.509
H 9.9327 11.9820 9.7130 0.698 -0.187 0.110
H 10.9612 11.0138 10.7438 0.201 -0.456 0.714
H 11.6913 12.3104 9.7426 -0.070 -0.199 0.066
H 11.9170 10.2047 8.6504 -0.281 -0.268 0.028
```
Positions in Å, forces in eV/Å.

- ΔE to the lowest compared entry with this formula, charge and spin: 120.8 kcal/mol
- E_LUMO: 0.011 hartree
- Molecular weight: 384.50 g mol⁻¹
- DFT total energy: -37787.2732 eV
- Kohn-Sham gap: 9.9141 eV

=====

[2]
Entry from the OMol25 dataset: a structure of composition C36H27AuNO3S4 at a distorted geometry (ωB97M-V/def2-TZVPD).

The geometry in XYZ format:
```
72
Properties=species:S:1:pos:R:3:forces:R:3
Au 0.3094 -0.3111 -0.2732 2.566 -1.441 -0.227
O -1.6430 -1.2030 -0.2745 1.353 0.444 0.842
C -2.3799 -1.1268 -1.4179 -0.444 0.322 -0.989
C -2.1652 0.2412 -2.1867 0.028 -0.587 0.065
C -2.1855 1.3647 -1.2258 -0.529 0.614 0.085
C -3.2969 2.1942 -1.0917 0.165 0.026 -0.075
C -3.2906 3.1632 -0.1052 0.068 0.002 0.031
C -2.2123 3.2374 0.7566 -0.013 -0.021 -0.088
C -1.1355 2.3693 0.5807 -0.518 0.678 -0.279
C -0.0005 2.3610 1.5361 0.135 -0.431 0.394
C -0.0627 1.0800 2.4511 -0.168 1.107 0.378
O 0.4436 -0.0229 1.8463 -0.194 -0.816 -1.254
C -1.5010 0.8901 2.9501 -0.036 -0.286 0.001
C -2.1462 -0.3181 2.7266 0.234 0.122 -0.017
C -3.4001 -0.5529 3.2648 -0.101 -0.070 0.109
C -4.0262 0.4229 4.0192 -0.198 -0.080 0.047
C -3.3961 1.6390 4.2308 0.012 0.175 0.072
C -2.1353 1.8668 3.7095 -0.072 -0.035 0.005
C 0.7817 1.2595 3.7227 0.102 -0.024 -0.020
C 0.7330 0.2041 4.6305 0.091 0.030 0.043
C 1.4424 0.2490 5.8134 -0.070 -0.178 0.016
C 2.2221 1.3540 6.1127 0.132 0.117 0.109
C 2.3029 2.3911 5.2029 0.188 0.099 0.166
C 1.5989 2.3415 4.0096 -0.153 -0.030 -0.113
N -1.1254 1.5086 -0.4313 -0.291 0.474 0.023
C -2.0321 -2.2957 -2.3387 0.057 -0.029 -0.030
C -1.8473 -3.5286 -1.7217 0.030 0.020 0.033
C -1.4834 -4.6411 -2.4529 0.001 -0.133 0.078
C -1.2859 -4.5359 -3.8196 0.035 -0.097 -0.153
C -1.4772 -3.3179 -4.4439 -0.012 -0.068 -0.175
C -1.8634 -2.2068 -3.7131 -0.146 0.024 0.134
C -3.8588 -1.2025 -1.0170 0.111 -0.166 0.078
C -4.2711 -0.4988 0.1074 0.098 -0.019 0.067
C -5.5783 -0.5685 0.5497 -0.094 0.064 0.034
C -6.4924 -1.3681 -0.1155 -0.126 -0.014 -0.008
C -6.0918 -2.0725 -1.2382 -0.170 -0.034 -0.082
C -4.7878 -1.9810 -1.6966 0.049 0.057 -0.011
H -2.9490 0.3578 -2.9361 0.070 0.033 -0.048
H -1.1857 0.1683 -2.6611 -0.044 0.155 -0.102
H -4.1486 2.0703 -1.7439 -0.031 -0.038 -0.077
H -4.1258 3.8426 0.0047 -0.048 -0.010 0.023
H -2.1976 3.9555 1.5611 0.014 0.059 0.104
H -0.0471 3.2582 2.1516 0.014 0.044 -0.046
H 0.9528 2.3111 1.0083 -0.013 0.185 0.054
H -1.6514 -1.0565 2.1136 0.008 -0.068 0.000
H -3.8900 -1.5019 3.0906 -0.025 -0.028 -0.035
H -5.0029 0.2387 4.4478 -0.054 -0.010 0.004
H -3.8844 2.4062 4.8187 -0.007 0.023 0.031
H -1.6336 2.8032 3.9161 0.067 0.079 0.018
H 0.1376 -0.6604 4.3804 -0.097 -0.083 0.023
H 1.3873 -0.5812 6.5053 -0.001 -0.035 0.033
H 2.7723 1.3986 7.0435 0.023 0.014 0.026
H 2.9241 3.2507 5.4187 0.044 0.031 0.003
H 1.7121 3.1565 3.3112 -0.054 0.075 -0.097
H -1.9772 -3.5878 -0.6511 0.027 -0.006 0.080
H -1.3404 -5.5925 -1.9573 0.015 -0.026 0.032
H -0.9838 -5.3999 -4.3956 0.035 -0.045 -0.031
H -1.3120 -3.2227 -5.5075 -0.009 -0.012 -0.107
H -2.0203 -1.2736 -4.2323 0.062 0.121 0.000
H -3.5406 0.0673 0.6632 -0.014 0.026 0.009
H -5.8762 -0.0078 1.4253 -0.001 0.007 0.089
H -7.5087 -1.4514 0.2439 -0.083 0.006 0.017
H -6.7974 -2.7093 -1.7555 -0.038 -0.019 -0.044
H -4.4875 -2.5395 -2.5715 0.021 -0.064 -0.039
O 5.7596 0.5013 -4.4543 0.378 0.083 -0.309
C 4.8445 0.3123 -3.7055 -0.475 -0.168 0.366
S 4.7378 0.9943 -2.0779 0.003 0.032 0.148
C 3.1837 0.3020 -1.6263 -0.152 -1.130 -2.439
C 2.5657 -0.4725 -2.5755 1.799 1.512 1.007
S 1.0525 -1.2475 -2.4349 -1.441 -0.011 1.156
S 3.4314 -0.6811 -4.0936 -0.090 -0.020 -0.032
S 2.6002 0.6302 -0.0652 -2.025 -0.530 0.893
```
Positions in Å, forces in eV/Å.

- E_LUMO (alpha / beta): 0.045 / 0.045 hartree
- Charge: -1
- Molecular weight: 846.85 g mol⁻¹
- DFT total energy: -92438.3025 eV
- Kohn-Sham gap (alpha / beta): 5.5099 / 5.5094 eV

=====

[3]
Entry from the OMol25 dataset: a structure of composition C36H54F12FeO27P2 at a distorted geometry (ωB97M-V/def2-TZVPD).

The geometry in XYZ format:
```
132
Properties=species:S:1:pos:R:3:forces:R:3
Fe -0.5668 1.0901 0.8101 0.046 -1.233 -0.089
P 0.3750 3.7424 -0.5447 0.961 1.005 -0.627
F -0.6404 3.1024 0.6128 -0.289 0.204 0.071
F 1.0428 2.2552 -0.5911 -0.024 0.155 -0.640
F -0.6584 3.3197 -1.7475 0.731 -0.833 0.324
F 1.4207 4.4011 -1.5840 -0.523 -0.733 -0.242
F -0.4925 5.0602 -0.4713 0.452 1.013 0.967
F 1.4635 4.1160 0.6213 -1.423 0.044 -0.254
P -0.9135 2.0095 3.9573 -0.211 3.039 0.824
F 0.2099 1.6035 2.8152 0.854 -0.026 0.213
F -1.0048 3.5481 3.3533 0.102 -1.232 -0.834
F -1.9176 1.4231 2.8049 -1.164 0.218 0.514
F -2.0583 2.5478 4.9905 0.206 -1.698 -0.607
F -0.8375 0.5543 4.6476 -0.165 0.165 -0.319
F 0.2596 2.5450 4.9015 0.303 -0.593 0.256
C -2.7728 1.1469 -5.1266 1.675 -0.417 -1.562
C -1.8695 -0.0049 -4.5378 -2.681 -0.685 -4.745
C -0.3582 -0.2055 -4.7678 -1.838 1.260 -3.701
O 0.1524 0.1412 -3.5853 1.667 0.771 4.199
C -0.7946 0.1718 -2.6578 -1.154 0.125 5.751
O -0.6532 0.2526 -1.3954 -0.066 -0.318 -5.316
O -2.0422 0.0473 -3.2251 2.211 -0.080 4.900
H -2.3576 2.1453 -4.9896 -0.187 0.021 0.506
H -3.8336 1.0732 -4.8869 0.318 -0.111 0.798
H -2.7950 1.0175 -6.2087 0.198 -0.041 -0.288
H -2.3259 -0.9104 -4.9375 -0.244 -0.288 0.148
H -0.0804 0.5603 -5.4921 0.493 -0.232 -0.363
H -0.0438 -1.1978 -5.0912 -0.320 -0.067 0.123
C 3.4262 1.9787 -2.7460 0.050 0.972 -0.268
C 3.5815 0.9277 -3.8584 -1.626 2.373 1.257
C 4.1310 1.6115 -5.1155 -1.784 -0.075 -0.634
O 5.4515 1.3754 -4.9859 4.415 -0.558 0.627
C 5.7447 0.4782 -3.9988 2.700 0.125 -0.398
O 6.8537 0.1145 -3.6529 -2.077 0.781 -0.920
O 4.6200 0.0652 -3.4713 -1.040 -1.638 0.493
H 2.5460 2.5776 -2.9796 0.080 0.225 0.007
H 4.3021 2.6275 -2.7503 0.087 0.281 -0.317
H 3.3388 1.7558 -1.6826 -0.290 -1.127 -0.251
H 2.5820 0.5180 -4.0040 0.502 -0.977 -0.052
H 3.9905 2.6887 -5.2042 -0.417 -0.007 0.445
H 3.8452 1.1792 -6.0745 -0.618 -0.247 0.034
C -1.2864 -3.4172 4.8779 0.159 0.168 0.808
C -1.5963 -3.4857 3.4196 -0.394 -0.247 1.334
C -3.0485 -3.2450 3.0428 1.151 -0.520 0.344
O -2.8647 -2.5029 1.8304 -1.602 -0.185 -0.527
C -1.6724 -1.9378 1.8143 1.206 3.304 -0.725
O -1.3743 -0.9730 1.1007 -0.712 -2.087 1.071
O -0.8787 -2.4177 2.7502 -0.065 -1.203 -0.047
H -1.4642 -2.4435 5.3345 0.312 0.275 -0.338
H -0.2479 -3.7350 4.9700 0.013 0.234 0.473
H -1.9074 -4.0785 5.4822 -0.015 -0.437 -0.304
H -1.3365 -4.5131 3.1645 0.664 0.310 -1.094
H -3.5577 -2.7200 3.8510 -0.230 0.607 -0.495
H -3.5359 -4.2082 2.8917 -0.214 0.306 -0.478
C -5.9407 -0.1903 -2.5194 -0.874 0.389 0.038
C -5.7189 0.2998 -1.0967 -0.235 -0.135 -1.242
C -5.5773 -0.6467 0.0720 0.957 0.605 0.192
O -4.3321 -0.1400 0.6710 -0.942 -1.236 0.936
C -3.7434 0.7438 -0.1201 0.154 -0.132 1.212
O -2.7226 1.3076 0.1478 0.700 0.245 -0.079
O -4.4642 0.9562 -1.1733 0.251 1.063 -1.363
H -6.8900 -0.7043 -2.6701 -0.054 -0.041 0.220
H -5.1487 -0.7910 -2.9665 0.196 0.089 0.401
H -6.0227 0.7664 -3.0354 0.100 -0.264 -0.619
H -6.4384 1.0910 -0.8857 -0.229 -0.160 0.129
H -5.4351 -1.6945 -0.1923 0.014 0.074 0.040
H -6.4202 -0.5047 0.7484 0.357 -0.241 0.265
C -3.7594 -3.9853 -1.6555 -0.086 -0.032 0.911
C -2.2746 -3.7738 -1.8933 -1.074 -1.063 0.418
C -1.4487 -5.0552 -1.9344 0.584 0.325 1.719
O -0.5546 -4.8074 -2.9928 1.255 -0.709 -0.862
C -1.0372 -3.8303 -3.7445 0.387 -0.278 -3.973
O -0.7672 -3.5265 -4.9000 1.039 -0.656 1.856
O -2.0674 -3.3066 -3.1930 -2.167 2.463 0.556
H -4.2789 -4.7853 -2.1829 0.539 0.018 -0.590
H -4.3299 -3.0670 -1.7943 0.138 0.056 0.030
H -3.8458 -4.2913 -0.6129 -0.158 0.239 0.281
H -1.8587 -3.0729 -1.1696 0.000 0.197 -0.034
H -2.0033 -5.9857 -2.0552 -0.045 0.089 -0.328
H -0.8230 -5.1000 -1.0430 -0.187 -0.366 0.139
C 6.0721 -0.3425 0.5350 -0.475 -1.211 -0.308
C 4.9406 -0.3559 1.5944 3.055 0.773 -1.838
C 4.8101 1.0154 2.1978 -0.425 -0.907 0.976
O 3.4068 1.2557 1.9751 0.800 3.647 2.750
C 2.8184 0.3475 1.3380 -4.399 -0.899 -2.953
O 1.5831 0.3900 1.0246 4.194 -1.132 0.913
O 3.7154 -0.5471 0.9114 -1.178 -1.576 -0.040
H 7.0937 -0.1730 0.8751 -0.272 0.447 0.534
H 5.8305 0.3271 -0.2904 0.010 0.155 0.119
H 6.1406 -1.3477 0.1191 -0.143 -0.105 -0.252
H 5.2199 -1.0848 2.3552 -0.916 -0.379 -0.090
H 5.4493 1.8074 1.8076 -0.451 -0.033 -0.233
H 5.0197 0.8187 3.2492 -0.349 0.993 0.258
C -4.3711 4.5416 0.4901 -0.730 0.216 0.341
C -3.7177 5.2980 1.6899 0.191 -2.412 -0.891
C -2.8359 6.4390 1.3832 1.194 0.553 -2.392
O -3.4607 7.5559 1.9812 1.727 1.464 0.045
C -4.3760 7.1806 2.8237 -3.343 -0.111 1.689
O -5.0373 7.8762 3.5922 1.981 -1.674 -1.891
O -4.6346 5.8401 2.6077 -0.737 0.469 0.952
H -5.0849 5.1317 -0.0847 0.093 0.464 0.086
H -4.9586 3.6899 0.8331 -0.039 0.000 0.510
H -3.7026 4.0813 -0.2375 0.680 0.418 0.291
H -3.0767 4.5635 2.1774 -0.368 -0.226 0.416
H -2.7362 6.6511 0.3187 -0.446 0.083 -0.168
H -1.7961 6.2208 1.6265 -0.055 0.606 1.016
C 4.3966 -3.9647 -2.4452 -0.602 1.287 0.209
C 3.5316 -2.6638 -2.1797 -0.246 -1.227 -0.880
C 2.2871 -2.4869 -3.1073 0.545 -0.767 0.294
O 1.1648 -2.3292 -2.1852 -0.008 0.427 -3.063
C 1.5282 -2.5917 -0.9652 1.898 0.466 0.273
O 0.7831 -2.5333 -0.0477 -0.113 -0.761 0.979
O 2.8769 -2.8346 -0.9469 -0.821 -0.320 2.171
H 4.9595 -4.1301 -1.5265 0.229 0.012 -0.161
H 5.0677 -3.8137 -3.2907 0.104 0.104 0.115
H 3.8263 -4.8731 -2.6390 -0.400 0.224 0.038
H 4.1930 -1.7996 -2.1189 -0.187 0.010 -0.046
H 2.1798 -3.4447 -3.6163 -0.455 0.160 -0.266
H 2.3302 -1.6741 -3.8323 -0.153 0.011 0.348
C 2.1757 -1.3098 4.5326 -0.800 0.160 -1.475
C 3.0664 -0.2481 5.1015 -0.299 -0.817 0.006
C 2.8134 -0.0779 6.5655 -1.004 1.661 -0.301
O 4.0941 -0.1275 7.1354 -1.001 -0.392 2.524
C 4.9780 -0.6240 6.3239 0.775 1.049 -1.961
O 6.1385 -0.7200 6.5586 0.019 -0.800 -0.176
O 4.3916 -0.7588 5.0777 1.494 -0.178 -0.008
H 2.1422 -1.2317 3.4459 -0.020 -0.083 -0.176
H 1.1398 -1.1674 4.8404 -0.022 0.029 0.128
H 2.5014 -2.3292 4.7395 0.149 0.169 0.445
H 2.9806 0.7263 4.6206 0.233 -0.177 -0.488
H 2.0358 -0.7931 6.8337 0.632 -0.295 1.065
H 2.4594 0.9375 6.7439 -0.349 -0.202 0.261
```
Positions in Å, forces in eV/Å.

- ΔE to the lowest compared entry with this formula, charge and spin: 85.1 kcal/mol
- E_LUMO (alpha / beta): -0.012 / -0.012 hartree
- Molecular weight: 1264.57 g mol⁻¹
- DFT total energy: -179077.5087 eV
- ⟨S²⟩: 6.0046
- Kohn-Sham gap (alpha / beta): 9.6239 / 9.3465 eV
- Spin multiplicity: 5